Formula: C48H120N8
Source: the OMol25 dataset
Level of theory: ωB97M-V/def2-TZVPD

Properties
charge: 0
multiplicity: 1
calculated total energy: -63638.98597 eV
orbital gap: 8.50 eV
largest force on an atom: 1.8 eV/A
structure (SMILES): CCN(CC)CC.CCN(CC)CC.CCN(CC)CC.CCN(CC)CC.CCN(CC)CC.CCN(CC)CC.CCN(CC)CC.CCN(CC)CC

Last column: Löwdin charge in e.
Atoms and positions in Å:
1 C -2.797 -3.143 2.853  -0.073
2 C -4.320 -3.174 2.705  -0.235
3 N -4.815 -4.205 1.778  -0.175
4 C -6.215 -3.966 1.442  -0.271
5 C -6.669 -4.515 0.083  -0.076
6 C -4.523 -5.610 2.043  -0.247
7 C -5.115 -6.201 3.319  -0.075
8 H -2.332 -4.064 3.204  0.069
9 H -2.576 -2.315 3.532  0.076
10 H -2.254 -2.874 1.944  0.031
11 H -4.762 -3.348 3.697  0.116
12 H -4.638 -2.205 2.325  0.077
13 H -6.934 -4.345 2.183  0.113
14 H -6.339 -2.883 1.358  0.044
15 H -5.963 -4.314 -0.721  0.051
16 H -6.812 -5.593 0.184  0.067
17 H -7.625 -4.052 -0.160  0.081
18 H -3.437 -5.692 1.961  0.092
19 H -4.898 -6.170 1.183  0.102
20 H -5.404 -7.222 3.047  0.070
21 H -6.013 -5.691 3.657  0.064
22 H -4.368 -6.350 4.098  0.068
23 C 4.520 -0.282 -2.241  -0.092
24 C 6.010 -0.672 -2.305  -0.223
25 N 6.246 -1.732 -1.296  -0.192
26 C 5.766 -3.029 -1.742  -0.271
27 C 5.457 -3.931 -0.559  -0.095
28 C 7.631 -1.785 -0.830  -0.280
29 C 7.906 -0.760 0.239  -0.091
30 H 3.866 -1.012 -2.715  0.055
31 H 4.322 0.635 -2.810  0.071
32 H 4.212 -0.078 -1.217  0.066
33 H 6.202 -1.081 -3.304  0.113
34 H 6.624 0.196 -2.082  0.105
35 H 4.834 -2.937 -2.309  0.095
36 H 6.419 -3.551 -2.462  0.121
37 H 5.047 -3.437 0.323  0.074
38 H 4.863 -4.811 -0.806  0.064
39 H 6.408 -4.303 -0.157  0.060
40 H 8.325 -1.596 -1.670  0.115
41 H 7.958 -2.772 -0.504  0.107
42 H 7.152 -0.917 1.016  0.067
43 H 7.781 0.257 -0.135  0.065
44 H 8.888 -0.862 0.700  0.072
45 C 0.790 6.722 1.576  -0.083
46 C 2.092 7.383 1.143  -0.255
47 N 3.037 6.492 0.486  -0.203
48 C 4.212 7.150 -0.093  -0.258
49 C 3.820 8.169 -1.153  -0.089
50 C 3.456 5.367 1.332  -0.240
51 C 3.742 4.084 0.517  -0.063
52 H 0.245 6.198 0.785  0.050
53 H 0.082 7.494 1.886  0.077
54 H 0.934 5.973 2.350  0.051
55 H 1.918 8.253 0.510  0.099
56 H 2.576 7.803 2.047  0.121
57 H 4.800 7.604 0.721  0.115
58 H 4.847 6.342 -0.456  0.102
59 H 4.647 8.455 -1.805  0.070
60 H 3.046 7.818 -1.836  0.078
61 H 3.462 9.065 -0.646  0.062
62 H 2.726 5.121 2.093  0.087
63 H 4.421 5.661 1.770  0.108
64 H 2.819 3.549 0.295  0.042
65 H 4.403 3.485 1.145  0.068
66 H 4.195 4.310 -0.447  0.066
67 C -1.421 -5.094 -0.269  -0.085
68 C -0.552 -5.549 -1.426  -0.248
69 N 0.756 -6.040 -1.062  -0.196
70 C 0.806 -7.377 -0.473  -0.254
71 C 0.226 -8.458 -1.393  -0.095
72 C 1.535 -5.121 -0.261  -0.275
73 C 1.739 -3.763 -0.940  -0.081
74 H -1.081 -4.196 0.251  0.057
75 H -1.331 -5.809 0.562  0.070
76 H -2.477 -5.053 -0.534  0.060
77 H -1.045 -6.365 -1.958  0.106
78 H -0.440 -4.729 -2.138  0.099
79 H 0.298 -7.357 0.501  0.110
80 H 1.855 -7.649 -0.366  0.111
81 H 0.426 -8.164 -2.425  0.078
82 H -0.871 -8.505 -1.392  0.062
83 H 0.521 -9.458 -1.087  0.068
84 H 1.078 -4.917 0.731  0.113
85 H 2.463 -5.583 0.083  0.105
86 H 0.788 -3.290 -1.175  0.037
87 H 2.353 -3.121 -0.310  0.070
88 H 2.256 -3.996 -1.876  0.081
89 C -5.557 -1.228 0.295  -0.066
90 C -5.464 -1.688 -1.148  -0.242
91 N -4.304 -1.105 -1.804  -0.185
92 C -4.510 0.291 -2.212  -0.245
93 C -5.594 0.481 -3.290  -0.080
94 C -3.873 -1.920 -2.931  -0.258
95 C -3.207 -3.226 -2.501  -0.075
96 H -5.518 -0.140 0.404  0.079
97 H -4.605 -1.456 0.795  0.062
98 H -6.382 -1.617 0.889  0.058
99 H -5.450 -2.775 -1.278  0.075
100 H -6.393 -1.515 -1.719  0.118
101 H -4.838 0.905 -1.372  0.107
102 H -3.554 0.709 -2.531  0.081
103 H -5.573 -0.168 -4.160  0.064
104 H -6.568 0.402 -2.804  0.065
105 H -5.525 1.522 -3.620  0.069
106 H -3.160 -1.345 -3.531  0.111
107 H -4.735 -2.080 -3.598  0.108
108 H -3.166 -3.322 -1.418  0.054
109 H -2.272 -3.316 -3.058  0.065
110 H -3.747 -4.070 -2.946  0.078
111 C 2.197 2.814 4.633  -0.080
112 C 1.554 1.561 4.028  -0.240
113 N 2.293 0.292 4.236  -0.179
114 C 3.676 0.350 3.755  -0.261
115 C 3.711 0.261 2.237  -0.076
116 C 2.257 -0.049 5.676  -0.269
117 C 2.548 -1.531 5.943  -0.092
118 H 3.215 3.083 4.347  0.061
119 H 2.216 2.683 5.715  0.066
120 H 1.593 3.678 4.345  0.065
121 H 0.548 1.474 4.437  0.112
122 H 1.417 1.563 2.942  0.076
123 H 4.252 1.186 4.163  0.108
124 H 4.100 -0.595 4.103  0.100
125 H 3.224 -0.664 1.932  0.076
126 H 3.203 1.141 1.833  0.045
127 H 4.724 0.234 1.836  0.064
128 H 1.326 0.177 6.192  0.113
129 H 3.065 0.530 6.147  0.107
130 H 1.823 -2.119 5.376  0.074
131 H 2.379 -1.726 7.002  0.069
132 H 3.552 -1.818 5.639  0.057
133 C -2.465 3.697 -3.612  -0.066
134 C -1.919 4.516 -2.427  -0.265
135 N -2.427 5.880 -2.362  -0.199
136 C -2.132 6.475 -1.062  -0.264
137 C -2.889 5.868 0.126  -0.071
138 C -1.877 6.690 -3.441  -0.256
139 C -2.873 7.752 -3.926  -0.086
140 H -1.738 3.734 -4.423  0.065
141 H -3.427 4.162 -3.835  0.079
142 H -2.602 2.640 -3.391  0.047
143 H -2.210 4.020 -1.501  0.079
144 H -0.817 4.497 -2.431  0.122
145 H -1.043 6.530 -0.911  0.097
146 H -2.464 7.516 -1.121  0.110
147 H -2.644 4.821 0.294  0.045
148 H -2.615 6.396 1.039  0.068
149 H -3.941 6.036 -0.097  0.079
150 H -1.687 6.046 -4.299  0.104
151 H -0.942 7.147 -3.088  0.115
152 H -3.827 7.314 -4.226  0.070
153 H -2.594 8.287 -4.838  0.066
154 H -3.040 8.503 -3.152  0.060
155 C -0.334 2.623 0.807  -0.080
156 C 0.529 1.638 0.055  -0.258
157 N -0.083 0.800 -0.962  -0.188
158 C 0.870 -0.046 -1.657  -0.256
159 C 0.321 -0.708 -2.922  -0.066
160 C -1.348 0.185 -0.568  -0.226
161 C -1.256 -1.090 0.294  -0.056
162 H -0.933 3.213 0.106  0.050
163 H 0.222 3.405 1.330  0.062
164 H -0.958 2.148 1.565  0.075
165 H 1.394 2.154 -0.370  0.095
166 H 0.949 0.923 0.791  0.103
167 H 1.279 -0.837 -1.011  0.093
168 H 1.652 0.658 -1.947  0.106
169 H 0.240 0.006 -3.745  0.076
170 H -0.655 -1.182 -2.813  0.049
171 H 1.053 -1.452 -3.240  0.066
172 H -1.950 0.917 -0.033  0.104
173 H -1.827 -0.059 -1.516  0.073
174 H -0.464 -1.720 -0.118  0.050
175 H -0.999 -0.832 1.322  0.076
176 H -2.183 -1.655 0.221  0.045

Force components x, y, z for each atom (eV/Å):
0.1 0.5 -0.2
0.4 -1.4 0.1
-0.5 0.7 -0.7
0.0 0.3 -0.5
0.1 -0.5 0.6
0.3 0.9 -0.4
0.4 -1.1 -0.4
-0.2 0.0 0.3
0.2 -0.3 0.3
-0.4 -0.2 -0.2
0.0 0.3 0.1
-0.1 -0.3 0.4
0.1 0.1 0.3
0.0 -1.3 0.8
0.0 -0.2 0.2
-0.1 0.0 -0.4
-0.1 -0.1 -0.1
0.0 -0.3 0.4
0.0 0.1 0.0
-0.2 0.0 0.3
0.1 0.1 0.2
-0.2 0.5 0.3
0.2 0.8 -0.5
-1.3 -0.9 0.7
0.4 0.0 -0.2
-1.1 -0.3 0.0
1.2 -0.6 0.7
0.9 0.3 -1.0
-0.6 0.0 0.6
0.0 -0.3 0.3
0.2 0.0 0.0
0.0 -0.2 0.1
0.4 0.3 -0.1
0.2 -0.1 -0.1
0.0 0.5 0.1
0.4 0.1 0.2
-0.5 0.4 -0.4
-0.1 0.1 -0.2
-0.1 -0.3 -0.1
-0.1 0.0 -0.1
-0.6 -0.1 0.2
0.1 0.2 0.1
0.1 0.0 0.0
0.1 0.0 -0.2
-0.5 0.0 -0.5
0.7 0.1 0.5
-0.7 -0.7 -0.2
-0.6 -0.4 0.4
0.3 0.2 -0.1
0.8 0.0 -1.3
-0.4 0.6 0.4
0.4 0.0 -0.3
0.2 0.0 0.4
0.0 0.2 0.3
-0.3 -0.2 -0.2
-0.1 0.1 0.1
0.1 0.4 -0.1
0.0 0.1 -0.4
0.2 0.0 0.3
-0.1 -0.2 0.3
0.0 0.1 -0.3
0.0 0.2 0.2
-0.2 -0.1 0.6
0.0 -0.1 0.1
0.0 -0.4 -0.3
0.3 0.0 0.1
0.1 -0.7 1.2
-0.3 0.0 -0.1
1.2 -0.3 0.0
-0.5 -0.1 -0.6
-1.3 0.6 0.1
-0.5 0.8 1.1
0.5 -1.1 -0.2
-0.2 0.4 -0.6
-0.2 -0.3 -0.3
0.1 0.2 0.1
-0.1 0.1 -0.1
0.0 -0.1 -0.1
0.2 -0.4 0.2
0.1 0.3 0.4
0.6 -0.6 0.0
0.0 0.2 0.4
0.5 0.0 -0.3
-0.4 -0.1 -0.1
0.3 0.0 -0.7
0.0 0.1 0.1
0.0 0.1 -0.1
0.1 0.5 -0.1
1.1 0.9 0.1
-0.7 -0.2 -0.6
0.3 0.3 0.1
-0.5 -0.4 -0.4
-0.1 0.9 0.5
-0.2 0.4 -0.1
-0.6 -0.3 -1.3
-0.6 0.1 -0.4
-0.4 -0.5 -0.3
0.1 0.9 -0.7
0.7 0.4 0.6
-0.1 0.6 0.1
0.2 -0.2 0.2
0.0 -0.1 -0.1
0.2 -0.1 0.0
-0.1 -0.2 -0.2
0.0 -0.1 -0.2
-0.1 0.2 0.2
0.1 -0.3 -0.1
0.4 0.0 -0.2
0.5 0.1 0.8
-0.3 -0.1 0.5
-0.3 0.1 -0.2
0.8 -0.7 -0.9
-1.0 0.6 1.3
-0.5 -1.4 -0.2
0.0 0.5 0.1
1.5 -0.5 -0.2
-0.6 0.4 -0.3
0.0 -0.4 -0.3
-0.2 0.3 0.1
-0.1 0.0 0.3
0.0 -0.2 0.1
0.0 0.8 0.0
0.0 0.1 0.0
0.4 0.3 0.2
-0.2 0.2 -0.1
0.0 -0.2 -0.4
0.1 0.1 0.1
-0.2 0.4 -0.5
-0.2 0.1 0.5
0.1 -0.1 0.0
0.3 -0.1 0.0
0.0 -0.1 0.2
0.4 0.6 0.4
0.1 -0.7 0.4
-0.1 -0.5 0.1
-0.2 0.5 0.0
0.5 0.4 -0.6
-0.7 0.3 -0.4
-0.1 0.3 -0.1
-0.4 0.2 -0.4
0.0 -0.3 -0.5
0.0 0.0 0.3
-0.1 0.0 -0.1
0.1 0.1 0.0
0.1 -0.2 0.2
0.1 0.0 0.0
-0.3 -0.1 -0.1
-0.1 0.1 0.0
-0.1 -0.4 0.3
0.3 -0.1 0.1
0.2 0.0 -0.4
0.0 -0.3 0.5
0.6 0.0 0.2
-0.2 0.0 0.0
-0.5 0.6 -0.3
1.0 -1.3 0.7
-1.0 1.1 -0.2
-0.6 0.4 0.0
0.4 0.2 -0.2
0.4 -0.5 -0.3
0.5 0.5 -0.6
-0.3 -0.3 0.0
0.5 -0.3 0.0
-0.2 0.0 -0.2
-0.1 0.0 -0.2
0.3 0.4 0.3
0.2 0.1 0.1
0.4 -0.4 0.0
-0.1 0.1 0.1
0.1 -0.1 0.2
-0.2 -0.2 0.0
-0.1 0.1 -0.3
-0.4 -0.1 0.3
0.0 -0.1 0.2
-0.1 -0.2 0.1
-0.1 0.1 0.2